3 unconnected molecules or ions with the total composition C32H66N2O11P2 in a non-equilibrium geometry. Source: the OMol25 dataset; level of theory: ωB97M-V/def2-TZVPD.

ORCA input file:
```
! RIJCOSX wB97M-V def2-TZVPD def2/J DEFGRID3
* xyz 0 1
P 0.3284 -2.6492 1.8310
P 8.5133 2.3419 0.6411
O -4.8982 -1.1789 -0.3345
O -6.0278 3.4069 -1.1095
O -0.5980 -3.8969 1.2210
O 0.4913 -1.1028 2.3616
O 1.6422 -2.9291 1.1991
O 8.4368 0.9835 0.0057
O 0.1986 -3.2395 3.3471
O 7.5858 3.0829 -0.5264
O -6.0924 2.0767 0.7023
O 9.8501 3.1739 0.1988
O 9.3114 1.7627 2.0198
N -6.2668 -2.1765 2.1769
N -6.3396 -0.3458 -4.0039
C -5.5222 0.8060 1.0904
C 5.3236 -3.6112 0.0340
C 3.4425 1.0772 -1.3795
C 8.1876 3.6128 -1.7004
C 11.0739 2.4664 0.0321
C 2.5482 1.5983 -0.2173
C -0.9924 3.0746 0.1533
C -6.4111 0.5493 -3.1021
C -8.4655 -1.1798 1.8103
C -4.8484 1.1995 -1.1438
C -7.7716 0.9804 -2.5643
C -5.7210 2.3686 -0.5827
C 0.0515 2.0115 -0.2381
C -6.9696 -1.1228 2.0793
C -5.1111 1.1736 -2.6572
C -5.7172 -2.1354 -0.9603
C 1.0423 -0.8389 3.6500
C -1.8238 3.6121 -1.0101
C 0.7957 -4.4978 3.6433
C -2.0270 -3.8061 1.3832
C -3.4192 1.6484 -0.7137
C 1.4194 2.5711 -0.6674
C -2.6840 2.5282 -1.7318
C -5.4742 0.1023 -0.2657
C 5.5551 -1.5432 -1.3816
C -4.9813 -3.4748 -1.0951
C 5.0831 -0.4969 -0.3510
C 9.4271 2.6481 3.1463
C 4.7375 -2.8382 -1.1923
C 4.9134 0.9180 -0.9472
C -6.3097 0.2206 2.2860
C -4.1935 -3.4834 -2.4258
H 1.9800 -1.3787 3.7800
H -5.7480 -4.2478 -1.1814
H -2.8498 0.7525 -0.4518
H -0.4717 3.9262 0.6045
H 8.4470 2.8478 3.5811
H -2.4626 -4.7381 1.0312
H 0.0247 -5.2681 3.6933
H -4.3319 -3.6527 -0.2421
H 11.7225 2.6424 0.8913
H 11.5628 2.8460 -0.8648
H 3.2217 2.0900 0.4874
H 1.5001 2.6882 -1.7487
H -8.4158 0.0984 -2.5973
H 8.7417 4.5231 -1.4820
H -4.2833 0.6916 -3.1770
H -2.4282 -2.9807 0.7949
H -3.2592 -2.9399 -2.2689
H -4.7283 -2.9612 -3.2196
H -2.2898 -3.6657 2.4349
H 0.3385 -1.0993 4.4368
H 3.7123 -2.5869 -0.9233
H 10.0525 2.1618 3.8913
H 5.6031 -4.6350 -0.2200
H 5.2155 1.6895 -0.2385
H 3.0772 0.0696 -1.6001
H -8.2075 1.7169 -3.2390
H -8.8571 -0.2252 1.4601
H -8.9319 -1.3779 2.7807
H 1.6210 3.5478 -0.2212
H -7.7701 1.3191 -1.5314
H -1.1796 4.0530 -1.7751
H -7.0301 0.9597 2.6408
H -3.5177 2.2434 0.1947
H 5.5763 0.9667 -1.8136
H 1.5379 -4.7779 2.8956
H 4.7804 -3.4478 -2.0950
H -3.9901 -4.4988 -2.7655
H 1.2835 -4.4208 4.6145
H 6.6173 -1.7684 -1.2741
H 7.3742 3.8590 -2.3819
H -4.5638 1.0736 1.5361
H -8.7283 -2.0001 1.1447
H 1.2287 0.2333 3.6924
H 10.9072 1.3949 -0.0808
H 4.1239 -0.8162 0.0640
H -2.5173 4.3853 -0.6659
H 9.8951 3.5921 2.8519
H 6.2345 -3.1056 0.3557
H 2.1008 0.7237 0.2532
H -6.0449 -1.8520 -1.9631
H -6.5293 -0.0536 -0.5244
H 5.8076 -0.4844 0.4673
H -7.2704 -0.6935 -4.2380
H 4.5920 -3.6376 0.8405
H -6.6344 -2.3401 -0.3901
H -1.6053 2.6673 0.9597
H -0.3191 1.4118 -1.0757
H -5.1251 2.2049 -3.0203
H 0.1403 1.3273 0.6067
H -5.6052 0.0810 3.1058
H 8.8388 2.8680 -2.1592
H -1.9730 1.9364 -2.3086
H 5.4146 -1.1833 -2.4068
H 3.3469 1.6807 -2.2842
H -6.8893 -2.9697 2.0070
H -3.3557 3.0857 -2.3797
*
```

Output
Energy relative to the best compared isomer or geometry (same formula, charge and spin) (kcal per mole): 0.0
SMILES string: [H]/N=C(\C)C[C@@H]1OC(=O)[C@](CCCCCCCCCCCCC)(C/C(C)=N/[H])[C@H]1OCCC.COP(=O)(OC)OC.COP(=O)(OC)OC
HOMO-LUMO gap (eV): 7.76
E_LUMO (Eh): -0.0685
Strongest force on any atom (eV/Å): 8.13